This record from the Open Molecules 2025 dataset describes C47H73IrN8O5PSSi as an isolated structure. The level of theory is the ωB97M-V functional and the def2-TZVPD basis.

Output
- total charge = +2
- molar mass (g mol⁻¹) = 1113.50
- HOMO energy (alpha / beta) (eV) = -12.02 / -12.02
- relative energy (zero: lowest compared OMol25 entry of this formula, charge and spin) (kJ/mol) = 0.0
- spin multiplicity = 2
- E (hartree) = -3782.23845

Last column: Löwdin charge in e.
Positions of all 137 atoms, in Å:
Ir -0.272 -0.422 -0.562  1.1965
O -1.161 -1.556 0.903  -0.3027
C -1.518 -2.847 0.859  -0.3930
C -1.836 -3.440 2.089  -0.0073
C -2.233 -4.757 2.167  -0.0434
C -2.318 -5.531 1.011  -0.0637
C -2.009 -4.960 -0.201  -0.0206
C -1.617 -3.614 -0.311  -0.0921
C -1.285 -3.070 -1.626  -0.2311
N -0.722 -1.899 -1.930  -0.0536
C -0.508 -1.885 -3.292  -0.1356
C -0.965 -3.040 -3.824  -0.0366
N -1.457 -3.765 -2.769  0.1364
H -1.741 -2.825 2.972  0.0927
H -2.466 -5.190 3.131  0.1180
H -2.613 -6.569 1.062  0.1144
H -2.058 -5.589 -1.080  0.1088
H 0.000 -1.078 -3.783  0.0582
H -0.981 -3.405 -4.835  0.1322
H -1.878 -4.676 -2.834  0.1566
C 3.975 -2.654 0.468  -0.0207
C 2.769 -3.154 0.923  -0.0196
C 1.595 -2.502 0.596  -0.0747
N 1.561 -1.392 -0.159  -0.0703
C 2.741 -0.913 -0.594  -0.1684
C 3.951 -1.506 -0.306  -0.0213
H 4.909 -3.143 0.711  0.1257
H 2.718 -4.042 1.536  0.1241
H 0.660 -2.872 0.972  0.0953
H 2.708 -0.018 -1.198  0.0260
H 4.858 -1.061 -0.691  0.1236
N -0.190 2.327 2.584  0.1083
C 1.119 2.470 2.209  -0.0595
C 1.319 1.580 1.206  -0.1258
N 0.141 0.903 0.971  -0.1194
C -0.750 1.384 1.817  -0.1619
H -0.635 2.773 3.373  0.1512
H 1.783 3.171 2.681  0.1305
H 2.219 1.386 0.653  0.0947
H -1.758 1.027 1.936  0.1318
C -5.686 1.171 -0.535  0.0042
N -4.274 1.216 -0.875  -0.0720
C -3.597 2.349 -1.463  -0.0121
C -2.153 1.894 -1.424  -0.4657
O -1.228 2.579 -1.798  -0.0217
N -2.090 0.631 -0.861  0.0178
C -3.366 0.320 -0.492  -0.3706
N -3.672 -0.750 0.215  0.2611
H -6.142 2.110 -0.836  0.1045
H -5.828 1.056 0.542  0.1008
H -6.191 0.362 -1.063  0.1041
H -3.718 3.255 -0.865  0.1562
H -3.913 2.559 -2.484  0.1377
H -2.890 -1.257 0.627  0.0699
H -4.623 -0.950 0.469  0.1271
C 0.456 -3.254 5.353  -0.1016
C -0.111 -2.000 6.027  -0.7012
C -1.634 -1.967 5.815  -0.1133
C 0.138 -2.063 7.535  -0.0761
P 0.534 -0.502 5.087  1.1445
C -0.227 0.864 6.055  -0.3748
C -1.389 1.427 5.520  -0.1575
C -2.064 2.455 6.166  -0.0862
C -1.575 2.954 7.365  -0.0718
C -0.428 2.402 7.918  -0.0575
C 0.231 1.364 7.273  -0.0943
C 2.402 -0.337 5.306  -0.6955
C 3.000 -1.049 4.078  -0.1280
C 3.054 -0.921 6.560  -0.0830
C 2.764 1.149 5.202  -0.0955
H -0.006 -4.145 5.786  0.0907
H 1.533 -3.343 5.502  0.0632
H 0.260 -3.255 4.277  0.0582
H -2.059 -2.939 6.081  0.0902
H -1.901 -1.745 4.779  0.0460
H -2.104 -1.213 6.448  0.0813
H -0.460 -2.876 7.957  0.0929
H -0.172 -1.145 8.034  0.0738
H 1.176 -2.264 7.784  0.0643
H -1.783 1.023 4.592  0.0765
H -2.976 2.859 5.744  0.1035
H -2.092 3.757 7.873  0.1101
H -0.048 2.776 8.860  0.1134
H 1.114 0.943 7.734  0.0941
H 2.792 -2.121 4.090  0.0611
H 4.086 -0.918 4.071  0.0882
H 2.594 -0.638 3.149  0.0531
H 2.946 -2.003 6.612  0.0683
H 2.658 -0.495 7.481  0.0700
H 4.126 -0.704 6.534  0.0932
H 2.174 1.649 4.433  0.0422
H 3.819 1.247 4.935  0.0922
H 2.607 1.678 6.140  0.0749
C 1.112 4.020 -6.246  -0.0075
C 1.177 4.187 -4.736  -0.6081
C 2.390 5.003 -4.327  -0.0175
C -0.102 4.787 -4.177  -0.0172
O 1.381 2.873 -4.138  -0.1505
Si 0.599 1.477 -4.156  -0.0021
S 0.753 1.119 -1.958  0.7157
O -0.900 1.595 -4.701  -0.1081
C -1.917 0.959 -5.509  -0.6002
C -2.580 2.080 -6.296  -0.0131
C -2.926 0.310 -4.572  -0.0035
C -1.294 -0.054 -6.456  -0.0103
O 1.372 0.260 -4.872  -0.1546
C 2.749 -0.172 -5.052  -0.6087
C 2.983 -0.213 -6.553  -0.0090
C 2.849 -1.562 -4.444  -0.0152
C 3.715 0.790 -4.380  -0.0188
H 1.030 4.993 -6.730  0.1013
H 0.243 3.425 -6.532  0.0706
H 2.015 3.532 -6.614  0.0914
H 2.315 6.013 -4.729  0.0978
H 3.305 4.548 -4.708  0.0882
H 2.455 5.065 -3.241  0.0924
H -0.254 5.784 -4.592  0.0997
H -0.040 4.867 -3.092  0.0902
H -0.964 4.170 -4.433  0.0717
H -2.965 2.844 -5.619  0.0897
H -3.408 1.688 -6.886  0.0988
H -1.868 2.546 -6.976  0.0858
H -3.385 1.076 -3.947  0.0666
H -2.456 -0.439 -3.936  0.0648
H -3.716 -0.172 -5.149  0.1033
H -0.536 0.421 -7.078  0.0981
H -2.067 -0.463 -7.108  0.1021
H -0.825 -0.877 -5.918  0.0667
H 2.276 -0.892 -7.030  0.0926
H 3.994 -0.557 -6.771  0.0993
H 2.857 0.781 -6.983  0.0905
H 2.149 -2.243 -4.930  0.0891
H 2.618 -1.533 -3.376  0.0681
H 3.857 -1.958 -4.568  0.1005
H 3.641 1.788 -4.808  0.0838
H 4.736 0.431 -4.511  0.1025
H 3.515 0.868 -3.307  0.0685



This record from the Open Molecules 2025 dataset describes a 12-piece molecular cluster, C47H75NO33 overall. The level of theory is the ωB97M-V functional and the def2-TZVPD basis.

Output
- molar mass (g mol⁻¹) = 1182.09
- HOMO energy (eV) = -10.40
- relative energy (zero: lowest compared OMol25 entry of this formula, charge and spin) (kJ/mol) = 249.6
- spin multiplicity = 1
- E (hartree) = -4373.65708

Last column: Löwdin charge in e.
Positions of all 156 atoms, in Å:
C 1.286 -6.140 0.408  -0.3187
O 0.222 -5.656 0.829  -0.0262
N 2.374 -5.446 0.124  -0.1681
C 3.594 -5.990 -0.319  -0.0908
C 2.560 -3.987 0.370  -0.0197
H 1.460 -7.227 0.393  0.1425
H 3.879 -5.563 -1.281  0.0765
H 3.646 -7.040 -0.606  0.0984
H 4.443 -5.782 0.332  0.0957
H 2.813 -3.527 -0.586  0.0627
H 1.663 -3.487 0.736  0.0636
H 3.369 -3.842 1.086  0.0930
C 1.051 5.336 -2.316  0.0022
C 2.186 5.033 -1.368  -0.2969
C 2.152 5.920 -0.171  -0.0734
O 2.448 5.001 0.864  0.1205
C 2.248 3.795 0.517  -0.6098
O 2.295 2.877 1.345  0.0951
O 2.049 3.709 -0.784  0.0929
H 1.298 6.245 -2.866  0.1012
H 0.070 5.325 -1.842  0.0852
H 1.031 4.544 -3.065  0.0690
H 3.215 5.045 -1.728  0.1603
H 1.139 6.287 -0.004  0.1367
H 2.859 6.749 -0.200  0.1490
C -0.035 -3.962 4.676  -0.0242
C -1.271 -4.720 4.283  -0.3406
C -1.009 -6.205 3.860  -0.0894
O -1.923 -6.868 4.677  0.0792
C -2.604 -6.086 5.503  -0.5070
O -3.548 -6.444 6.211  0.1213
O -2.134 -4.810 5.377  0.0899
H -0.394 -2.998 5.039  0.0706
H 0.621 -3.858 3.812  0.0848
H 0.403 -4.351 5.595  0.1001
H -1.724 -4.228 3.423  0.1347
H 0.047 -6.422 4.016  0.1299
H -1.232 -6.379 2.808  0.1153
C -1.839 2.470 0.597  0.0213
C -2.125 4.015 0.840  -0.2151
C -3.102 4.416 1.952  -0.1057
O -2.439 5.454 2.553  0.1063
C -1.151 5.388 2.373  -0.5846
O -0.300 6.035 2.938  0.1504
O -0.895 4.524 1.383  0.0577
H -2.591 1.937 0.015  0.0781
H -1.709 1.834 1.474  0.0575
H -0.893 2.339 0.072  0.0614
H -2.264 4.595 -0.072  0.1388
H -3.423 3.662 2.672  0.1324
H -4.024 4.780 1.498  0.1371
C 3.051 4.304 -6.259  -0.0068
C 2.891 2.802 -5.919  -0.2977
C 3.007 2.308 -4.470  -0.0889
O 1.934 1.393 -4.307  0.0247
C 0.982 1.617 -5.283  -0.4831
O -0.109 1.092 -5.316  0.1334
O 1.558 2.452 -6.195  0.0712
H 2.653 4.511 -7.252  0.0893
H 4.100 4.574 -6.132  0.0848
H 2.622 5.025 -5.562  0.0722
H 3.584 2.239 -6.544  0.1517
H 2.787 3.143 -3.805  0.1130
H 3.970 1.950 -4.108  0.1225
C -4.011 2.336 -5.197  0.0064
C -3.655 2.894 -3.782  -0.2634
C -2.116 2.966 -3.500  -0.0642
O -2.024 4.170 -2.726  0.0184
C -3.107 4.966 -2.992  -0.5957
O -3.347 6.043 -2.562  0.1648
O -3.968 4.275 -3.691  0.0820
H -5.025 2.007 -5.423  0.0806
H -3.320 1.515 -5.390  0.0779
H -3.780 3.132 -5.904  0.0864
H -4.203 2.504 -2.924  0.1326
H -1.585 3.097 -4.443  0.1232
H -1.759 2.113 -2.922  0.1118
C -5.730 -0.610 3.111  -0.0087
C -4.989 0.373 4.063  -0.2636
C -5.482 0.246 5.585  -0.0689
O -4.321 -0.157 6.220  0.0942
C -3.286 -0.211 5.423  -0.5733
O -2.165 -0.542 5.764  0.1340
O -3.647 0.003 4.176  0.0646
H -5.465 -1.630 3.392  0.0894
H -5.286 -0.549 2.118  0.0646
H -6.807 -0.522 2.969  0.0881
H -5.068 1.420 3.771  0.1431
H -6.094 -0.645 5.724  0.1329
H -5.970 1.134 5.987  0.1352
C -4.409 -4.314 -2.258  -0.0089
C -4.088 -2.993 -1.466  -0.3020
C -2.719 -2.424 -1.842  -0.1033
O -2.934 -1.032 -1.834  0.0533
C -4.268 -0.801 -2.013  -0.4397
O -4.835 0.302 -2.149  0.1030
O -4.971 -1.999 -1.960  0.0630
H -3.799 -5.159 -1.939  0.0827
H -4.255 -4.205 -3.332  0.0845
H -5.448 -4.614 -2.130  0.0813
H -4.285 -3.079 -0.397  0.1480
H -2.461 -2.813 -2.827  0.1388
H -1.972 -2.755 -1.120  0.1259
C 5.179 0.659 2.408  -0.0149
C 5.179 0.168 0.997  -0.3244
C 3.845 -0.278 0.424  -0.0633
O 3.768 0.533 -0.792  0.0310
C 4.888 1.303 -0.963  -0.4724
O 5.071 2.163 -1.861  0.0840
O 5.674 1.195 0.126  0.1005
H 6.191 0.974 2.663  0.0943
H 4.954 -0.159 3.093  0.0902
H 4.446 1.451 2.566  0.0844
H 5.783 -0.738 0.939  0.1493
H 2.985 -0.130 1.077  0.1298
H 3.869 -1.338 0.172  0.0974
C 4.552 -1.960 -2.905  0.0188
C 3.755 -3.044 -3.731  -0.2594
C 2.346 -2.697 -4.094  -0.0766
O 2.378 -3.020 -5.458  0.1231
C 3.531 -3.274 -5.909  -0.6325
O 3.777 -3.619 -7.093  0.0872
O 4.433 -3.214 -4.988  0.1244
H 4.459 -0.909 -3.179  0.0783
H 5.623 -2.132 -3.009  0.0878
H 4.252 -1.993 -1.857  0.0504
H 3.738 -4.004 -3.215  0.1366
H 2.100 -1.647 -3.934  0.1316
H 1.659 -3.345 -3.549  0.1403
C 1.396 -0.436 5.311  -0.0234
C 1.364 0.917 4.623  -0.2729
C 0.326 1.163 3.464  -0.1093
O -0.244 2.339 3.856  0.0659
C -0.027 2.633 5.137  -0.5594
O -0.605 3.512 5.678  0.1795
O 0.896 1.786 5.641  0.0816
H 2.200 -0.469 6.046  0.0874
H 1.597 -1.268 4.636  0.0663
H 0.432 -0.653 5.772  0.0730
H 2.393 1.249 4.482  0.1449
H -0.417 0.366 3.431  0.1129
H 0.810 1.237 2.490  0.1110
O 1.002 -1.778 -0.820  0.0620
C 0.380 -0.756 -0.569  -0.4450
O -0.529 -0.568 0.428  -0.0307
C -0.804 -1.656 1.262  -0.2274
C -2.217 -1.362 1.787  -0.0280
C 0.441 0.455 -1.544  0.0489
H -0.032 -1.644 2.031  0.1186
H -0.707 -2.589 0.708  0.1053
H -2.255 -0.336 2.153  0.0585
H -2.371 -2.093 2.580  0.0750
H -3.022 -1.421 1.054  0.0667
H 1.035 1.239 -1.074  0.0749
H -0.512 0.879 -1.859  0.0580
H 0.873 0.164 -2.502  0.0634



This record from the Open Molecules 2025 dataset describes C47H81Cl3N2O8S as an isolated structure. The level of theory is the ωB97M-V functional and the def2-TZVPD basis.

Output
- molar mass (g mol⁻¹) = 940.60
- HOMO energy (eV) = -8.67
- spin multiplicity = 1
- E (hartree) = -4329.51053

Last column: Löwdin charge in e.
Positions of all 142 atoms, in Å:
C -5.061 5.842 -2.356  -0.0985
C -5.011 4.642 -1.377  -0.2438
C -5.407 3.305 -2.045  -0.2080
C -4.168 2.529 -2.499  -0.2026
C -3.272 2.069 -1.328  -0.1747
C -3.500 0.570 -1.020  -0.1756
C -2.347 -0.037 -0.247  -0.2415
C -2.187 0.424 1.003  0.0316
C -1.144 -0.126 1.791  -0.3454
N -0.872 0.232 3.051  -0.1987
S 0.353 -0.725 3.502  1.0151
N 0.570 -1.572 2.178  -0.2345
C -0.309 -1.141 1.261  -0.3085
C -0.446 -1.615 -0.076  -0.1994
C 0.444 -2.680 -0.590  -0.6408
Cl -0.349 -4.082 -1.276  0.6551
C 1.780 -2.664 -0.547  -0.7047
C 2.598 -1.522 -0.038  -0.0912
Cl 2.682 -4.024 -1.110  0.7209
C -1.474 -1.031 -0.795  -0.5119
Cl -1.765 -1.446 -2.452  0.7485
H -5.746 5.616 -3.170  0.0657
H -4.073 6.082 -2.739  0.0574
H -5.418 6.726 -1.833  0.0629
H -5.727 4.837 -0.581  0.0971
H -4.004 4.586 -0.974  0.0906
H -6.040 2.713 -1.385  0.1068
H -5.979 3.531 -2.944  0.0958
H -4.471 1.683 -3.112  0.1018
H -3.549 3.189 -3.109  0.1023
H -2.226 2.202 -1.594  0.1165
H -3.516 2.619 -0.425  0.0977
H -3.759 -0.006 -1.897  0.0670
H -4.349 0.512 -0.337  0.1248
H -2.829 1.181 1.423  0.1311
H 3.577 -1.572 -0.514  0.0505
H 2.768 -1.649 1.025  0.0701
H 2.160 -0.558 -0.271  0.0932
C -1.911 2.110 5.784  -0.1768
C -2.585 1.502 7.010  -0.1700
C -3.895 2.277 7.057  -0.2097
O -4.223 2.600 5.705  -0.1417
C -3.097 2.338 4.861  -0.2097
H -1.151 1.474 5.338  0.0736
H -1.449 3.064 6.047  0.1152
H -2.781 0.441 6.839  0.1107
H -2.002 1.597 7.926  0.1097
H -3.784 3.210 7.620  0.1157
H -4.712 1.703 7.498  0.1142
H -3.310 1.443 4.266  0.1041
H -2.951 3.179 4.181  0.1167
C -3.645 -4.472 2.789  -0.1709
C -3.482 -4.740 1.296  -0.1590
C -3.936 -3.421 0.691  -0.1948
O -3.607 -2.401 1.643  -0.1485
C -3.242 -3.013 2.887  -0.1910
H -3.046 -5.116 3.421  0.0953
H -4.695 -4.593 3.075  0.1151
H -2.428 -4.915 1.063  0.0986
H -4.056 -5.592 0.934  0.1130
H -5.021 -3.405 0.534  0.1185
H -3.445 -3.200 -0.259  0.0988
H -2.158 -2.912 3.018  0.1103
H -3.739 -2.487 3.704  0.1186
C -3.353 2.647 -7.571  -0.1702
C -2.517 3.565 -6.688  -0.1721
C -3.378 4.815 -6.634  -0.2057
O -4.737 4.384 -6.745  -0.1431
C -4.767 3.011 -7.138  -0.2081
H -3.130 1.589 -7.443  0.1108
H -3.203 2.901 -8.623  0.1127
H -2.425 3.137 -5.686  0.1047
H -1.514 3.749 -7.071  0.1118
H -3.167 5.490 -7.470  0.1169
H -3.243 5.360 -5.698  0.1120
H -5.086 2.421 -6.271  0.1122
H -5.496 2.869 -7.937  0.1150
C 7.347 -3.094 -3.549  -0.1632
C 5.903 -3.572 -3.437  -0.1658
C 5.192 -2.300 -3.000  -0.2245
O 5.919 -1.208 -3.570  -0.1345
C 7.164 -1.682 -4.087  -0.2049
H 7.969 -3.715 -4.193  0.1142
H 7.806 -3.064 -2.557  0.1033
H 5.537 -3.890 -4.416  0.1161
H 5.765 -4.396 -2.738  0.1065
H 5.212 -2.194 -1.909  0.0954
H 4.154 -2.260 -3.333  0.1096
H 7.109 -1.675 -5.181  0.1190
H 7.964 -1.008 -3.778  0.0973
C 6.367 -6.727 2.253  -0.1714
C 5.013 -6.258 1.727  -0.1684
C 5.318 -4.822 1.326  -0.2124
O 6.694 -4.796 0.926  -0.1506
C 7.328 -6.019 1.308  -0.2091
H 6.490 -7.809 2.248  0.1105
H 6.514 -6.371 3.275  0.1128
H 4.730 -6.842 0.848  0.1142
H 4.208 -6.331 2.456  0.1124
H 5.193 -4.138 2.174  0.1192
H 4.698 -4.472 0.503  0.0500
H 7.504 -6.613 0.404  0.1162
H 8.291 -5.797 1.768  0.1149
C -2.621 10.987 -2.783  -0.1727
C -4.086 10.983 -3.207  -0.1716
C -4.237 9.582 -3.783  -0.2050
O -3.328 8.747 -3.061  -0.1570
C -2.440 9.559 -2.289  -0.2053
H -2.385 11.730 -2.023  0.1105
H -1.981 11.170 -3.649  0.1129
H -4.728 11.102 -2.332  0.1135
H -4.340 11.764 -3.923  0.1108
H -3.962 9.556 -4.843  0.1176
H -5.248 9.187 -3.678  0.1155
H -2.719 9.466 -1.233  0.1174
H -1.420 9.193 -2.411  0.1157
C 9.594 -0.300 -1.220  -0.1655
C 10.032 -1.265 -0.123  -0.1647
C 10.903 -2.240 -0.902  -0.2048
O 11.488 -1.496 -1.974  -0.1407
C 10.842 -0.226 -2.087  -0.2044
H 9.277 0.673 -0.849  0.1142
H 8.767 -0.734 -1.787  0.0877
H 10.632 -0.735 0.621  0.1128
H 9.205 -1.753 0.391  0.1108
H 10.303 -3.050 -1.332  0.1102
H 11.695 -2.681 -0.296  0.1151
H 11.531 0.545 -1.724  0.1160
H 10.621 -0.025 -3.136  0.1131
C -4.018 -5.499 7.594  -0.1675
C -2.537 -5.695 7.900  -0.1699
C -1.939 -5.769 6.502  -0.1967
O -2.762 -4.951 5.664  -0.1691
C -3.963 -4.607 6.362  -0.2029
H -4.582 -5.054 8.412  0.1123
H -4.478 -6.458 7.344  0.1149
H -2.147 -4.823 8.431  0.1136
H -2.324 -6.580 8.499  0.1115
H -1.963 -6.793 6.114  0.1192
H -0.911 -5.408 6.461  0.1173
H -3.909 -3.548 6.640  0.1188
H -4.817 -4.746 5.698  0.1140



> Look up the E of the third one.

-4329.51053 hartree